# 1
{
  "formula": "C4H6O2",
  "method": "the ωB97M-V functional and the def2-TZVPD basis",
  "symbols": ["C", "C", "C", "C", "O", "O", "H", "H", "H", "H", "H", "H"],
  "xyz": [[0.382021, 1.321072, -0.009858], [-1.877431, 0.519718, -0.038536], [-0.461500, 0.306060, -0.008072], [1.162242, -1.362268, 0.000153], [-2.646675, -0.442327, 0.142102], [-0.250731, -1.042650, 0.172535], [1.392065, 1.092496, 0.275880], [0.174687, 2.389118, -0.245190], [-2.281635, 1.534678, -0.050498], [1.405776, -1.262591, -1.047548], [1.226503, -2.424472, 0.218831], [1.774679, -0.628834, 0.590204]],
  "forces_ev_per_a": [[1.15, 0.90, 0.00], [-3.56, -2.36, 0.86], [-0.51, -1.22, 0.08], [-0.93, 0.47, 0.37], [1.23, 2.40, -0.65], [2.09, 1.30, -0.33], [0.44, 0.42, -0.34], [-0.35, -1.21, 0.39], [0.13, 0.30, -0.32], [0.18, 0.30, -0.41], [0.39, 0.21, 0.59], [-0.26, -1.51, -0.24]],
  "orbital_gap_ev": 9.962,
  "fmax_ev_per_a": 4.35,
  "relative_energy_kj_mol": 226.5,
  "smiles": "C=C(C=O)OC",
  "energy_ha": -306.4200,
  "total_charge": 0,
  "homo_energy_ev": -9.72
}

***

# 2
{
  "formula": "C12H36BrN3O3",
  "method": "the ωB97M-V functional and the def2-TZVPD basis",
  "symbols": ["C", "C", "C", "O", "C", "N", "H", "H", "H", "H", "H", "H", "H", "H", "H", "H", "H", "H", "C", "C", "C", "O", "C", "N", "H", "H", "H", "H", "H", "H", "H", "H", "H", "H", "H", "H", "C", "C", "C", "O", "C", "N", "H", "H", "H", "H", "H", "H", "H", "H", "H", "H", "H", "H", "Br"],
  "xyz": [[-14.083066, -2.414737, 9.861679], [-15.105255, -1.915108, 10.908757], [-14.829001, -0.577062, 11.395381], [-15.873918, -0.282308, 12.281817], [-16.009342, 1.147326, 12.463855], [-16.491978, -1.963379, 10.379828], [-16.628551, -1.384981, 9.572631], [-16.673907, -2.952740, 10.245615], [-17.100156, -1.635787, 11.130489], [-14.172699, -3.500428, 9.835086], [-13.077419, -2.073597, 10.125478], [-14.261030, -2.005581, 8.888239], [-15.042517, -2.651978, 11.745692], [-14.796778, 0.164466, 10.593272], [-13.865769, -0.585589, 11.918786], [-16.174676, 1.667744, 11.526981], [-15.148119, 1.524408, 13.021261], [-16.882722, 1.308831, 13.094812], [-12.974965, -5.378253, 5.673321], [-14.285737, -5.548984, 6.485613], [-15.378398, -6.370795, 5.771375], [-14.842095, -7.562753, 5.404746], [-15.522882, -8.326258, 4.395638], [-13.920866, -6.310495, 7.759438], [-13.984759, -7.296106, 7.580079], [-12.983513, -6.122133, 8.038357], [-14.521254, -6.108074, 8.574303], [-13.212269, -4.805522, 4.805664], [-12.537858, -6.359763, 5.545461], [-12.195494, -4.776123, 6.188223], [-14.728811, -4.635230, 6.758981], [-15.704840, -5.783915, 4.896690], [-16.172450, -6.399834, 6.513565], [-16.512266, -8.632213, 4.792800], [-14.982504, -9.275795, 4.191684], [-15.720218, -7.736339, 3.518712], [-16.384679, -9.243406, 14.675497], [-16.300380, -7.926992, 13.859047], [-14.911803, -7.250644, 13.606286], [-14.302014, -8.130848, 12.695333], [-12.915953, -7.877027, 12.409135], [-16.914977, -8.376265, 12.492172], [-17.808711, -8.722194, 12.749513], [-17.000471, -7.554043, 11.928930], [-16.312757, -9.110344, 12.087943], [-16.079675, -9.043373, 15.685519], [-15.716286, -10.016026, 14.291165], [-17.420711, -9.585029, 14.701673], [-17.024741, -7.170877, 14.229881], [-14.345510, -7.284689, 14.534791], [-15.094877, -6.276265, 13.179547], [-12.728057, -6.856487, 12.148162], [-12.672893, -8.600260, 11.626665], [-12.392236, -8.168762, 13.307642], [-16.093454, -5.479144, 10.473320]],
  "forces_ev_per_a": [[-0.42, 0.11, 0.75], [1.62, -2.14, -0.55], [0.30, 1.22, 0.98], [-0.45, 1.17, -0.02], [-0.29, -0.53, 1.07], [0.21, -0.62, 1.29], [-0.10, 0.18, -0.75], [-0.49, -0.73, -0.66], [-0.16, 0.29, 0.11], [0.34, 0.05, -0.16], [-0.15, -0.32, 0.22], [-0.32, 0.29, -0.71], [-0.51, 0.63, -0.49], [0.13, 0.05, -0.22], [0.05, 0.18, -0.15], [0.22, 0.02, -0.27], [0.06, 0.11, -0.33], [0.01, -0.13, -0.06], [-0.25, 0.33, 1.83], [1.27, -1.31, -0.84], [0.46, 1.88, 0.00], [0.88, -1.72, -0.26], [-1.00, -0.90, 1.15], [-0.93, 0.53, -0.03], [-0.06, -0.89, -0.35], [1.03, 0.30, 0.21], [-0.42, 0.18, 0.10], [0.00, -0.18, -1.04], [-0.02, -0.12, -0.82], [-0.65, -0.22, 0.12], [-0.35, 1.25, 0.59], [-0.11, -0.04, 0.24], [-0.75, -0.51, -0.09], [0.35, 0.13, -0.15], [0.01, 1.04, 0.09], [0.32, 0.26, -0.55], [0.47, 1.09, -0.20], [-0.50, -0.50, -0.14], [-1.14, -2.19, -0.01], [0.08, 0.21, -0.85], [-0.99, -1.47, 0.58], [1.71, 0.44, 1.55], [-1.10, -0.61, -0.19], [0.07, 0.68, -1.30], [-0.27, 0.59, -0.04], [0.08, 0.04, 0.57], [-0.13, 0.07, -0.17], [0.10, -0.13, 0.02], [0.47, -0.49, -0.06], [-0.07, 0.60, 0.29], [0.32, 0.54, 0.00], [0.09, 0.63, -0.31], [0.18, 0.42, -0.02], [0.68, 0.19, 0.20], [0.11, 0.02, -0.18]],
  "orbital_gap_ev": 9.777,
  "fmax_ev_per_a": 2.74,
  "relative_energy_kj_mol": 45.7,
  "energy_ha": -3442.2693,
  "total_charge": 2,
  "homo_energy_ev": -14.47
}